Entry from the OMol25 dataset: 13 unconnected molecules or ions with the total composition C35H90Cl6O33S11 (the ωB97M-V functional and the def2-TZVPD basis).

Last columns: bonded neighbours and bond lengths (Å).
Element x y z (Å)
1 C 5.0028 -0.0543 -0.3485  Cl2 1.782, Cl3 1.786, Cl4 1.685, H5 1.073
2 Cl 6.7232 -0.3545 0.0058  C1 1.782
3 Cl 4.9433 0.8251 -1.9017  C1 1.786
4 Cl 4.2704 0.6655 0.9869  C1 1.685
5 H 4.5085 -0.9968 -0.4828  C1 1.073
6 C -0.7281 -4.8190 -2.6241  Cl7 1.773, Cl8 1.730, Cl9 1.752, H10 1.066
7 Cl -1.0682 -6.3026 -3.5336  C6 1.773
8 Cl 0.7252 -4.0436 -3.1532  C6 1.730
9 Cl -0.6759 -5.2310 -0.9216  C6 1.752
10 H -1.5803 -4.2303 -2.8781  C6 1.066
11 O 2.0246 4.8134 4.3182  S12 1.438
12 S 2.9784 4.2924 3.3774  O11 1.438, O13 1.431, O14 1.544, C17 1.748
13 O 4.0302 5.1441 2.9112  S12 1.431
14 O 3.5720 3.0065 3.9933  S12 1.544, C15 1.440
15 C 4.4039 3.0857 5.1657  O14 1.440, C16 1.541, H18 1.085, H19 1.134
16 C 5.8131 3.5960 4.8051  C15 1.541, H20 1.111, H21 1.114, H22 1.166
17 C 2.2003 3.7981 1.8917  S12 1.748, H23 1.099, H24 1.091, H25 1.054
18 H 4.4676 2.0407 5.4525  C15 1.085
19 H 3.9679 3.7925 5.9371  C15 1.134
20 H 6.3758 3.7165 5.7555  C16 1.111
21 H 5.7156 4.6279 4.3980  C16 1.114
22 H 6.4268 2.8490 4.1537  C16 1.166
23 H 1.6754 4.7210 1.6091  C17 1.099
24 H 1.4560 3.0321 2.1125  C17 1.091
25 H 2.9205 3.4286 1.2161  C17 1.054
26 O 3.7760 -2.8042 1.6069  S27 1.422
27 S 4.0097 -3.7377 0.5604  O26 1.422, O28 1.441, O29 1.571, C32 1.840
28 O 4.0730 -3.3604 -0.8289  S27 1.441
29 O 5.2859 -4.5891 0.9001  S27 1.571, C30 1.479
30 C 6.6380 -4.0904 0.5686  O29 1.479, C31 1.489, H33 1.040, H34 1.093
31 C 7.5403 -5.2739 0.6124  C30 1.489, H35 1.056, H36 1.140, H37 1.137
32 C 2.6797 -4.9927 0.7647  S27 1.840, H38 1.100, H39 1.106, H40 1.116
33 H 6.8854 -3.3522 1.2585  C30 1.040
34 H 6.5142 -3.7638 -0.4667  C30 1.093
35 H 7.2527 -5.9290 -0.1637  C31 1.056
36 H 7.3274 -5.8187 1.5906  C31 1.140
37 H 8.6375 -4.9817 0.5531  C31 1.137
38 H 1.7618 -4.4059 0.9189  C32 1.100
39 H 2.8459 -5.6074 1.6687  C32 1.106
40 H 2.5146 -5.5376 -0.1956  C32 1.116
41 O 0.1576 9.5163 2.6056  S42 1.447
42 S 0.6086 8.2590 3.1615  O41 1.447, O43 1.418, O44 1.595, C47 1.713
43 O 0.0744 7.7752 4.3822  S42 1.418
44 O 0.3678 7.1568 2.0335  S42 1.595, C45 1.502
45 C -0.6392 7.4629 0.9615  O44 1.502, C46 1.557, H48 1.098, H49 1.070
46 C -0.7559 6.1150 0.1904  C45 1.557, H50 1.121, H51 1.133, H52 1.104
47 C 2.3096 8.1909 3.3566  S42 1.713, H53 1.065, H54 1.088, H55 1.127
48 H -0.2983 8.3368 0.3910  C45 1.098
49 H -1.5563 7.7534 1.4299  C45 1.070
50 H -1.2085 6.2992 -0.8185  C46 1.121
51 H -1.3418 5.4446 0.8913  C46 1.133
52 H 0.2939 5.7722 0.1752  C46 1.104
53 H 2.6484 8.4376 4.3358  C47 1.065
54 H 2.8317 8.9268 2.7486  C47 1.088
55 H 2.7138 7.1601 3.1464  C47 1.127
56 O -6.3362 -2.2177 -0.2282  S57 1.424
57 S -4.9647 -2.0838 0.1298  O56 1.424, O58 1.456, O59 1.606, C62 1.756
58 O -4.5233 -1.0504 1.0562  S57 1.456
59 O -4.3901 -3.4419 0.7646  S57 1.606, C60 1.450
60 C -4.7696 -4.7607 0.2954  O59 1.450, C61 1.515, H63 1.128, H64 1.086
61 C -4.7286 -5.6916 1.4898  C60 1.515, H65 1.045, H66 1.080, H67 1.116
62 C -4.0840 -1.8722 -1.3744  S57 1.756, H68 1.085, H69 1.087, H70 1.053
63 H -3.9913 -5.0062 -0.4828  C60 1.128
64 H -5.7493 -4.6340 -0.1568  C60 1.086
65 H -5.4543 -5.4589 2.2046  C61 1.045
66 H -3.7244 -5.6792 1.8876  C61 1.080
67 H -5.0000 -6.6818 1.0523  C61 1.116
68 H -3.0346 -1.6367 -1.2314  C62 1.085
69 H -4.4947 -1.0501 -1.9554  C62 1.087
70 H -4.2835 -2.6954 -1.9993  C62 1.053
71 O -1.3607 -4.8938 2.0504  S72 1.457
72 S -1.1402 -3.9326 3.1228  O71 1.457, O73 1.483, O74 1.654, C77 1.730
73 O -1.5773 -4.2688 4.4999  S72 1.483
74 O 0.4990 -3.7418 3.2350  S72 1.654, C75 1.473
75 C 0.8629 -2.9576 4.4276  O74 1.473, C76 1.520, H78 1.073, H79 1.059
76 C 1.4739 -3.8910 5.4602  C75 1.520, H80 1.050, H81 1.085, H82 1.092
77 C -1.5824 -2.2877 2.8181  S72 1.730, H83 1.038, H84 1.085, H85 1.059
78 H -0.0179 -2.4253 4.7325  C75 1.073
79 H 1.4747 -2.1795 4.0501  C75 1.059
80 H 1.7008 -3.4332 6.3778  C76 1.050
81 H 2.3108 -4.2327 4.8607  C76 1.085
82 H 0.7987 -4.7065 5.7277  C76 1.092
83 H -1.1009 -1.9619 1.9578  C77 1.038
84 H -1.0772 -1.7813 3.6333  C77 1.085
85 H -2.6175 -2.0773 2.8873  C77 1.059
86 O 2.1794 -4.1745 -6.3341  S87 1.434
87 S 3.2904 -5.0808 -6.3293  O86 1.434, O88 1.456, O89 1.582, C92 1.763
88 O 3.9839 -5.3050 -7.5898  S87 1.456
89 O 4.2390 -4.7174 -5.1169  S87 1.582, C90 1.424
90 C 4.7070 -3.3737 -5.0522  O89 1.424, C91 1.463, H93 1.158, H94 1.094
91 C 5.4665 -3.3218 -3.8030  C90 1.463, H95 1.089, H96 1.099, H97 1.140
92 C 2.6976 -6.6021 -5.6630  S87 1.763, H98 1.125, H99 1.098, H100 1.086
93 H 3.8164 -2.6548 -5.2255  C90 1.158
94 H 5.4223 -3.1514 -5.8500  C90 1.094
95 H 5.9257 -2.3683 -3.5460  C91 1.089
96 H 6.2398 -4.0935 -3.9253  C91 1.099
97 H 4.7916 -3.6137 -2.9312  C91 1.140
98 H 1.8623 -6.8299 -6.3812  C92 1.125
99 H 2.3582 -6.4691 -4.6276  C92 1.098
100 H 3.4657 -7.3636 -5.7587  C92 1.086
101 O -1.9820 1.2403 4.0894  S102 1.416
102 S -1.3373 2.4981 4.1712  O101 1.416, O103 1.439, O104 1.550, C107 1.787
103 O -0.8377 3.1452 2.9869  S102 1.439
104 O -2.3755 3.4254 4.8529  S102 1.550, C105 1.441
105 C -2.1614 4.8476 4.9410  O104 1.441, C106 1.562, H108 1.111, H109 1.118
106 C -3.3437 5.4862 5.7377  C105 1.562, H110 1.078, H111 1.086, H112 1.074
107 C 0.0409 2.3524 5.2998  S102 1.787, H113 1.131, H114 1.073, H115 1.076
108 H -2.2459 5.2492 3.9089  C105 1.111
109 H -1.1119 5.0131 5.2891  C105 1.118
110 H -3.3792 6.5405 5.5169  C106 1.078
111 H -3.2899 5.2158 6.7878  C106 1.086
112 H -4.2355 5.0450 5.3329  C106 1.074
113 H 0.6474 3.2978 5.4351  C107 1.131
114 H 0.7919 1.6520 4.9899  C107 1.073
115 H -0.2910 2.0358 6.2733  C107 1.076
116 O -5.2035 5.0905 0.6266  S117 1.410
117 S -5.1128 3.6878 0.5104  O116 1.410, O118 1.438, O119 1.547, C122 1.748
118 O -3.8932 2.9694 0.7627  S117 1.438
119 O -6.2518 3.1348 1.3992  S117 1.547, C120 1.508
120 C -6.0721 1.8113 2.0984  O119 1.508, C121 1.513, H123 1.083, H124 1.029
121 C -6.3466 1.9639 3.5782  C120 1.513, H125 1.110, H126 1.095, H127 1.108
122 C -5.5863 3.2884 -1.1244  S117 1.748, H128 1.085, H129 1.050, H130 1.089
123 H -5.0404 1.4980 1.9966  C120 1.083
124 H -6.6483 1.0796 1.6617  C120 1.029
125 H -6.2335 1.0035 4.1240  C121 1.110
126 H -7.3496 2.3561 3.7738  C121 1.095
127 H -5.6487 2.6843 4.0495  C121 1.108
128 H -5.5361 2.2148 -1.2758  C122 1.085
129 H -4.8610 3.7458 -1.7310  C122 1.050
130 H -6.5940 3.6489 -1.3227  C122 1.089
131 O -1.7337 1.9834 -5.0481  S132 1.457
132 S -1.3773 1.4118 -3.7559  O131 1.457, O133 1.452, O134 1.623, C137 1.844
133 O -2.2178 0.4716 -3.0364  S132 1.452
134 O 0.1137 0.7776 -3.8445  S132 1.623, C135 1.428
135 C 1.0963 1.4572 -4.6276  O134 1.428, C136 1.449, H138 1.116, H139 1.093
136 C 1.5896 0.6939 -5.7558  C135 1.449, H140 1.089, H141 1.129, H142 1.058
137 C -0.9593 2.7282 -2.5346  S132 1.844, H143 1.047, H144 1.122, H145 1.138
138 H 1.9572 1.6175 -3.9350  C135 1.116
139 H 0.7721 2.4627 -4.9085  C135 1.093
140 H 0.8722 0.7686 -6.5715  C136 1.089
141 H 1.6433 -0.3999 -5.4800  C136 1.129
142 H 2.5364 1.0768 -6.0315  C136 1.058
143 H -1.7111 3.0621 -1.8864  C137 1.047
144 H -0.6742 3.6490 -3.1085  C137 1.122
145 H -0.1730 2.4045 -1.7775  C137 1.138
146 O -1.4497 -1.3642 -5.4547  S147 1.422
147 S -2.3263 -2.4325 -5.7878  O146 1.422, O148 1.471, O149 1.584, C152 1.719
148 O -2.5636 -3.4782 -4.7803  S147 1.471
149 O -3.7613 -1.9177 -6.2189  S147 1.584, C150 1.453
150 C -3.9276 -0.5086 -6.5313  O149 1.453, C151 1.559, H153 1.080, H154 1.009
151 C -4.8294 0.2150 -5.4851  C150 1.559, H155 1.056, H156 1.045, H157 1.096
152 C -1.9130 -3.2540 -7.2407  S147 1.719, H158 1.106, H159 1.090, H160 1.063
153 H -4.3017 -0.3871 -7.5368  C150 1.080
154 H -3.0036 -0.1049 -6.5767  C150 1.009
155 H -4.6796 1.2601 -5.4503  C151 1.056
156 H -4.5849 -0.0920 -4.5162  C151 1.045
157 H -5.8913 -0.0538 -5.5180  C151 1.096
158 H -0.8957 -3.6704 -7.1140  C152 1.106
159 H -1.8345 -2.6236 -8.1260  C152 1.090
160 H -2.7678 -3.8848 -7.2736  C152 1.063
161 O 0.8808 0.4862 2.2961  S162 1.413
162 S 0.3733 0.5679 0.9804  O161 1.413, O163 1.440, O164 1.553, C167 1.766
163 O 0.9695 1.4953 0.0542  S162 1.440
164 O 0.4097 -0.8635 0.3789  S162 1.553, C165 1.507
165 C 0.4118 -0.9726 -1.1237  O164 1.507, C166 1.465, H168 1.062, H169 1.068
166 C 1.7919 -1.2659 -1.5165  C165 1.465, H170 1.123, H171 1.109, H172 1.097
167 C -1.3709 0.8419 0.9978  S162 1.766, H173 1.107, H174 1.108, H175 1.098
168 H -0.0380 -0.1072 -1.5449  C165 1.062
169 H -0.1607 -1.8180 -1.4354  C165 1.068
170 H 2.0937 -2.2682 -1.1088  C166 1.123
171 H 2.4222 -0.4548 -1.0980  C166 1.109
172 H 1.9619 -1.2423 -2.6002  C166 1.097
173 H -1.7245 0.0689 1.7069  C167 1.107
174 H -1.7382 0.7036 -0.0386  C167 1.108
175 H -1.4590 1.8245 1.4794  C167 1.098

calculated total energy	-11011.46327	Ha
LUMO	0.244	eV
HOMO-LUMO gap	0.401	Ha

These are the Mulliken partial charges, in e, on atoms 1 to 99:
1 C 1.29
2 Cl -0.18
3 Cl -0.16
4 Cl 0.10
5 H -1.06
6 C 0.53
7 Cl -0.18
8 Cl 0.19
9 Cl -0.09
10 H -0.38
11 O -0.71
12 S 1.00
13 O -0.74
14 O 0.07
15 C -0.45
16 C -0.97
17 C 0.43
18 H 0.28
19 H 0.28
20 H 0.40
21 H 0.29
22 H 0.20
23 H -0.19
24 H -0.58
25 H 0.50
26 O -0.64
27 S 1.00
28 O -0.45
29 O -0.24
30 C 0.11
31 C -1.30
32 C -0.67
33 H 0.35
34 H 0.12
35 H 0.34
36 H 0.28
37 H 0.34
38 H -0.07
39 H 0.40
40 H 0.32
41 O -0.68
42 S 1.14
43 O -0.62
44 O -0.11
45 C -0.70
46 C -0.47
47 C -0.67
48 H 0.39
49 H 0.45
50 H 0.43
51 H 0.00
52 H 0.09
53 H 0.37
54 H 0.39
55 H 0.00
56 O -0.71
57 S 0.98
58 O -0.46
59 O -0.07
60 C -0.16
61 C -1.18
62 C -0.68
63 H 0.05
64 H 0.51
65 H 0.36
66 H 0.17
67 H 0.38
68 H -0.09
69 H 0.28
70 H 0.55
71 O -0.60
72 S 1.34
73 O -0.72
74 O -0.15
75 C -0.77
76 C -1.43
77 C -0.59
78 H 0.77
79 H 0.62
80 H 0.43
81 H 0.31
82 H 0.28
83 H -0.48
84 H 0.37
85 H 0.58
86 O -0.55
87 S 1.05
88 O -0.67
89 O -0.15
90 C 0.00
91 C -0.91
92 C -0.84
93 H 0.06
94 H 0.31
95 H 0.42
96 H 0.34
97 H 0.03
98 H 0.35
99 H 0.18